# 1
Entry from the OMol25 dataset: a structure of composition C34H42CrNO4 in a non-equilibrium geometry (wB97M-V/def2-TZVPD).

The value obtained for the HOMO energy (spin up / spin down) is -3.546 / -4.169 eV. The calculation puts the total energy at -2720.90389 hartree. The value obtained for the frontier orbital gap (spin up / spin down) is 5.660 / 6.278 eV. Its multiplicity is 5. Its expectation value of S² is 6.035. The LUMO energy (spin up / spin down) is 2.114 / 2.109 eV. Its charge is -1.

XYZ file:
```
82
Properties=species:S:1:pos:R:3:lowdin_spin:R:1
O -0.582 -3.107 -3.124 0.0423
C 0.587 -3.941 -3.445 0.0054
C -0.229 -5.008 -4.137 0.0011
H 1.092 -4.275 -2.529 0.0002
H 1.267 -3.410 -4.124 0.0004
C -1.420 -4.088 -3.853 0.0045
H -0.273 -5.962 -3.607 0.0001
H -0.028 -5.127 -5.201 0.0003
C -2.463 -4.794 -3.009 0.0011
H -2.063 -5.029 -2.015 0.0001
H -2.741 -5.733 -3.508 0.0001
H -3.388 -4.218 -2.920 0.0006
C -1.972 -3.449 -5.110 0.0036
H -1.152 -3.081 -5.738 0.0001
H -2.646 -2.608 -4.898 0.0026
H -2.531 -4.205 -5.671 0.0002
Cr -1.045 -0.784 -2.283 3.6523
C -0.575 1.578 -2.554 -0.0109
C 0.591 1.184 -1.821 0.0530
C 1.384 0.352 -2.671 0.0167
H 0.866 1.530 -0.819 0.0028
C 0.696 0.185 -3.922 0.0399
C -0.516 0.968 -3.860 0.0065
H -1.197 1.181 -4.685 0.0022
H -1.303 2.325 -2.234 -0.0003
H 2.381 -0.013 -2.433 0.0014
H 1.094 -0.290 -4.818 0.0037
C -2.478 0.146 -0.849 0.0115
C -3.202 -0.459 -1.921 0.0109
C -2.881 -1.853 -1.924 0.0438
H -3.947 0.016 -2.560 0.0033
C -1.944 -2.107 -0.848 0.0227
C -1.707 -0.848 -0.179 0.0508
H -1.125 -0.679 0.729 0.0064
H -2.548 1.180 -0.523 0.0008
H -3.384 -2.578 -2.545 0.0086
H -1.577 -3.081 -0.540 0.0034
O 1.761 -4.549 0.266 0.0005
C 1.536 -3.165 -0.066 0.0021
C 2.714 -2.630 -0.918 0.0011
H 1.433 -2.564 0.861 0.0000
H 0.556 -3.130 -0.592 0.0022
C 3.770 -3.773 -0.916 0.0001
H 3.137 -1.733 -0.447 0.0000
H 2.350 -2.348 -1.915 0.0009
C 3.125 -4.897 -0.080 0.0001
H 4.670 -3.438 -0.388 0.0000
H 4.072 -4.129 -1.907 0.0000
H 3.691 -4.985 0.866 0.0000
H 3.132 -5.876 -0.595 0.0000
C -0.626 2.585 6.772 0.0000
C -1.269 2.790 5.430 0.0000
C -2.401 2.056 5.075 0.0000
C -2.983 2.177 3.812 0.0001
C -2.399 3.011 2.870 0.0001
C -1.225 3.704 3.199 0.0000
N -0.632 4.455 2.189 0.0000
C 0.715 4.556 1.873 0.0000
C 1.199 5.754 1.317 0.0000
C 2.572 5.950 1.217 0.0000
C 3.457 4.943 1.638 0.0000
C 2.964 3.703 2.069 0.0000
C 1.592 3.499 2.153 0.0000
C 0.993 2.133 2.527 0.0000
O 1.272 1.731 3.680 0.0000
O 0.311 1.614 1.607 0.0002
C -0.706 3.683 4.513 0.0000
C 0.449 4.546 4.915 0.0000
H 0.405 2.223 6.651 0.0000
H -0.592 3.503 7.374 0.0000
H -1.193 1.835 7.331 0.0000
H -2.807 1.375 5.822 0.0000
H -3.890 1.626 3.568 0.0000
H -2.801 3.119 1.860 0.0000
H -1.254 5.012 1.612 0.0000
H 0.477 6.527 1.026 0.0000
H 2.947 6.895 0.815 0.0000
H 4.533 5.118 1.613 0.0000
H 3.629 2.890 2.362 0.0000
H 1.397 3.989 4.812 0.0000
H 0.521 5.462 4.313 0.0000
H 0.358 4.838 5.968 0.0000
```



# 2
Entry from the OMol25 dataset: a structure of composition C34H42F4Ge2N7Y in a non-equilibrium geometry (wB97M-V/def2-TZVPD).

The value obtained for the HOMO energy (spin up / spin down) is -17.492 / -17.492 eV. The calculation puts the total energy at -6294.09727 hartree. The value obtained for the frontier orbital gap (spin up / spin down) is 5.190 / 5.190 eV. The LUMO energy (spin up / spin down) is -12.301 / -12.302 eV. Its charge is +4.

XYZ file:
```
90
Properties=species:S:1:pos:R:3:lowdin_charge:R:1
Y 1.098 0.079 0.304 1.4349
C -1.512 0.591 5.085 -0.1443
C -0.475 0.726 3.964 -0.4091
Ge -1.340 0.523 2.211 0.8170
C -2.289 -1.189 1.962 -0.3988
C -2.989 -1.278 0.610 -0.1871
C -2.694 1.927 2.076 -0.2285
C -2.978 2.887 1.202 -0.3588
Ge -2.179 2.951 -0.552 1.2381
C -1.016 4.530 -1.021 -0.3628
C -1.598 5.868 -0.570 -0.0577
C -2.768 1.763 -1.985 -0.3280
C -3.837 2.398 -2.893 -0.1255
C -4.004 3.940 1.317 -0.2756
C -4.564 4.454 0.146 -0.0908
C -5.533 5.443 0.175 -0.0340
C -5.959 5.927 1.405 -0.0210
C -5.405 5.431 2.582 -0.0190
C -4.429 4.449 2.544 -0.0058
H -1.028 0.700 6.056 0.0899
H -2.002 -0.383 5.076 0.0757
H -2.281 1.361 5.021 0.0665
H 0.302 -0.034 4.067 0.0436
H 0.013 1.700 3.991 0.0499
H -3.026 -1.274 2.765 0.0810
H -1.592 -2.018 2.126 0.0472
H -3.716 -0.473 0.493 0.0678
H -3.529 -2.217 0.494 0.0896
H -2.286 -1.192 -0.231 0.0242
H -3.361 1.903 2.943 0.0835
H -1.218 5.237 -3.031 0.1840
H -0.080 4.356 -0.482 0.1016
H -2.514 6.117 -1.108 0.0919
H -0.866 6.662 -0.728 0.1048
H -1.840 5.836 0.492 0.0980
H -3.159 0.879 -1.479 0.0544
H -1.909 1.456 -2.581 0.0367
H -4.777 2.556 -2.369 0.0798
H -4.036 1.718 -3.721 0.0972
H -3.513 3.346 -3.328 0.0739
H -4.285 4.045 -0.835 0.0733
H -5.970 5.817 -0.741 0.1253
H -6.723 6.691 1.447 0.1293
H -5.735 5.820 3.535 0.1286
H -3.986 4.098 3.468 0.1231
N 4.152 -4.587 -1.864 0.2635
C 3.606 -3.161 -1.845 -0.2493
C 3.986 -2.414 -0.570 -0.0764
C 3.200 -2.825 0.695 -0.3119
N 2.692 -1.601 1.390 -0.0173
C 2.024 -3.762 0.396 -0.0939
C 1.215 -3.388 -0.846 -0.3042
N 0.349 -2.202 -0.518 -0.0158
C 2.096 -3.117 -2.089 -0.0707
H 5.171 -4.593 -1.746 0.1916
H 3.960 -5.039 -2.765 0.1910
H 3.760 -5.189 -1.137 0.1652
H 4.113 -2.695 -2.689 0.1672
H 3.780 -1.363 -0.805 0.1072
H 5.062 -2.453 -0.388 0.1429
H 3.881 -3.339 1.375 0.1591
H 3.484 -1.021 1.677 0.0959
H 2.288 -1.902 2.279 0.1145
H 1.358 -3.793 1.263 0.1361
H 2.370 -4.796 0.316 0.1303
H 0.545 -4.217 -1.077 0.1584
H -0.288 -2.511 0.221 0.0807
H -0.276 -2.028 -1.308 0.0968
H 1.894 -2.113 -2.471 0.1184
H 1.814 -3.788 -2.903 0.1399
F 2.125 5.780 -1.646 0.1730
C 2.749 4.715 -1.169 -0.1213
C 3.370 4.785 0.042 -0.1256
F 3.399 5.918 0.704 0.1905
C 3.679 3.563 0.730 0.0021
C 3.842 2.420 -0.136 -0.1718
C 3.305 2.384 -1.375 -0.1771
F 3.425 1.263 -2.109 0.1003
C 2.529 3.474 -1.859 -0.0385
C 1.334 3.207 -2.536 -0.1265
C 0.957 1.817 -2.538 -0.1134
N 0.632 0.737 -2.290 0.1613
C 0.365 4.067 -3.005 0.1056
N -0.646 4.607 -2.466 0.0806
F 4.505 1.337 0.305 0.1053
C 3.549 3.365 2.106 -0.1224
C 3.554 4.369 3.112 -0.1501
N 3.563 5.178 3.928 0.2487
C 2.881 2.142 2.331 -0.0875
N 2.154 1.244 2.215 0.0836
```



# 3
Entry from the OMol25 dataset: a structure of composition C34H42IN5O3S2Ti in a non-equilibrium geometry (wB97M-V/def2-TZVPD).

The value obtained for the HOMO energy is -12.558 eV. The calculation puts the total energy at -3763.45521 hartree. The value obtained for the frontier orbital gap is 6.686 eV. The LUMO energy is -5.871 eV. Its charge is +2.

XYZ file:
```
88
Properties=species:S:1:pos:R:3:lowdin_charge:R:1
Ti -0.465 -0.347 -0.772 0.9800
C 4.064 4.984 -2.891 -0.0272
C 3.079 4.065 -2.227 -0.2467
C 2.113 4.519 -1.371 0.0264
C 1.215 3.662 -0.679 -0.0907
C 0.404 4.390 0.235 0.0204
N -0.219 4.105 1.342 0.1134
C -0.216 2.897 2.155 -0.1481
C 0.860 2.920 3.244 -0.1172
C 2.263 2.630 2.701 -0.1304
N 2.340 1.279 2.172 0.0899
C 2.808 0.246 2.814 0.0315
C 2.655 -1.086 2.378 -0.1008
C 3.251 -2.122 3.129 0.0401
C 3.045 -3.451 2.848 -0.2471
C 3.696 -4.550 3.641 -0.0324
C 2.176 -3.750 1.792 0.0569
C 1.557 -2.779 1.019 -0.1099
C 0.770 -3.188 -0.117 -0.0529
N 0.115 -2.439 -0.920 -0.0649
C -0.329 -3.057 -2.171 -0.1771
C 0.517 -2.506 -3.342 -0.1296
C 1.769 -1.773 -2.873 -0.1711
N 1.462 -0.514 -2.181 -0.0161
C 2.284 0.431 -2.376 -0.0720
C 2.191 1.804 -1.917 -0.0897
C 3.100 2.691 -2.471 0.0557
C 1.192 2.254 -1.001 -0.2442
O 0.280 1.466 -0.544 -0.2079
C 1.820 -1.398 1.251 -0.2991
O 1.344 -0.484 0.498 -0.1925
H 3.949 6.008 -2.541 0.0842
H 3.929 4.983 -3.974 0.0943
H 5.087 4.667 -2.684 0.0921
H 2.059 5.583 -1.167 0.1288
H 0.349 5.448 -0.003 0.1510
H -0.706 4.883 1.768 0.1717
H -0.087 2.038 1.512 0.0688
H -1.192 2.825 2.626 0.1300
H 0.597 2.150 3.971 0.1288
H 0.866 3.881 3.763 0.1270
H 2.996 2.745 3.498 0.1335
H 2.515 3.327 1.900 0.1234
H 1.817 1.025 1.324 0.1099
H 3.335 0.437 3.746 0.1573
H 3.897 -1.844 3.956 0.1325
H 4.376 -4.144 4.387 0.0830
H 4.260 -5.218 2.990 0.0902
H 2.944 -5.150 4.156 0.0914
H 1.980 -4.794 1.566 0.1386
H 0.811 -4.260 -0.328 0.1464
H -1.377 -2.828 -2.341 0.0812
H -0.223 -4.143 -2.115 0.1260
H -0.082 -1.836 -3.958 0.0833
H 0.828 -3.329 -3.983 0.1257
H 2.400 -1.575 -3.742 0.1277
H 2.347 -2.407 -2.195 0.1308
H 3.156 0.245 -3.010 0.1429
H 3.844 2.305 -3.160 0.1390
S -1.265 -0.567 1.788 0.7453
C -2.394 0.604 1.218 -0.8198
C -3.462 1.108 1.976 -0.0951
C -4.278 2.070 1.422 -0.0461
C -4.026 2.509 0.119 -0.0446
C -2.974 1.949 -0.571 -0.1339
N -2.172 1.017 -0.041 -0.0722
H -3.622 0.723 2.974 0.1152
H -5.110 2.475 1.984 0.1190
H -4.647 3.259 -0.349 0.1125
H -2.763 2.254 -1.588 0.0878
O -2.225 -1.510 -0.866 -0.7490
S -3.530 -1.745 -0.108 1.0092
C -4.863 -1.990 -1.317 -0.3368
C -5.811 -2.857 -0.505 -0.2272
C -4.973 -4.032 0.027 -0.2009
C -3.547 -3.522 0.297 -0.2633
H -4.454 -2.502 -2.187 0.0847
H -5.271 -1.025 -1.609 0.0798
H -6.653 -3.200 -1.103 0.1268
H -6.208 -2.274 0.330 0.1188
H -4.941 -4.830 -0.714 0.1193
H -5.419 -4.446 0.929 0.1173
H -2.798 -3.984 -0.345 0.0950
H -3.240 -3.621 1.336 0.0944
I -2.830 -0.127 -3.634 0.9138
C -1.002 0.490 -2.699 -0.6767
H -1.071 1.573 -2.624 -0.0233
H -0.268 0.282 -3.467 -0.0360
```



Values of relative energy (zero: lowest compared OMol25 entry of this formula, charge and spin), in order: 0.000 2.425 0.330, all in eV.